DFT (ωB97M-V/def2-TZVPD) results for C5H5NO in the gas phase.

The geometry in XYZ format:
```
12
Properties=species:S:1:pos:R:3:lowdin_charge:R:1
C -0.82 1.58 -0.88 0.11
C -1.00 0.41 -0.59 -0.13
C -0.41 -0.71 0.02 -0.43
O -0.38 -1.90 -0.70 0.01
C 0.98 -0.51 0.66 -0.11
C 1.44 0.85 0.74 -0.19
N 1.05 1.95 0.64 0.16
H -1.28 2.52 -1.05 0.04
H -1.33 -0.53 0.75 0.19
H -0.99 -1.79 -1.44 0.10
H 0.98 -0.82 1.70 0.12
H 1.77 -1.04 0.15 0.12
```

Output
SMILES = C#C[C@@H](O)CC#N
LUMO level = 0.419 eV
highest occupied orbital energy = -9.7 eV
E = -8798.7346 eV
spin multiplicity = 1
total charge = 0

DFT (ωB97M-V/def2-TZVPD) results for C5H5NO in the gas phase.

The geometry in XYZ format:
```
12
Properties=species:S:1:pos:R:3:lowdin_charge:R:1
N -0.27 -1.82 2.35 0.17
C -0.60 -1.04 1.56 -0.14
C -0.94 0.05 0.63 -0.27
O -0.05 1.15 0.92 -0.04
C 0.56 1.05 -0.35 -0.20
C 0.99 -0.29 -0.81 -0.09
C -0.48 -0.07 -0.82 -0.10
H -1.99 0.33 0.74 0.16
H 1.10 1.97 -0.64 0.15
H 1.42 -0.22 -1.80 0.12
H 1.45 -1.01 -0.14 0.11
H -1.17 -0.09 -1.65 0.13
```

Output
SMILES = N#C[C@H]1O[C@H]2C[C@H]21
LUMO level = 0.857 eV
highest occupied orbital energy = -9.5 eV
E = -8800.4075 eV
spin multiplicity = 1
total charge = 0